One molecule with the formula C5H10O at a distorted geometry. Source: OMol25; level of theory: wB97M-V/def2-TZVPD.

Results
**Maximum force**: 1.22 eV/Å
**E_tot**: -271.627801 Ha
**Orbital gap**: 8.414 eV

Each atom is followed by the atoms it is bonded to, with distances in Å.
Atoms and positions in Å:
1 C 2.438 0.002 -0.082  C2 1.514, H7 1.093, H8 1.092, H9 1.094
2 C 1.048 0.391 -0.539  C1 1.514, C3 1.539, H10 1.098, H11 1.098
3 C -0.037 -0.377 0.238  C2 1.539, O4 1.262, C5 1.437, H12 1.269
4 O 0.088 -0.620 1.470  C3 1.262
5 C -1.329 -0.168 -0.356  C3 1.437, C6 1.485, H13 1.086
6 C -2.476 0.128 0.539  C5 1.485, H14 1.107, H15 1.095, H16 1.088
7 H 3.187 0.700 -0.465  C1 1.093
8 H 2.464 0.006 1.010  C1 1.092
9 H 2.688 -1.006 -0.427  C1 1.094
10 H 0.915 0.284 -1.624  C2 1.098
11 H 0.836 1.439 -0.290  C2 1.098
12 H -0.197 -1.412 -0.477  C3 1.269
13 H -1.438 -0.037 -1.429  C5 1.086
14 H -2.099 0.883 1.257  C6 1.107
15 H -3.355 0.513 0.011  C6 1.095
16 H -2.732 -0.725 1.163  C6 1.088